[1]
ORCA calculation (ωB97M-V with the def2-TZVPD basis set) on a molecular structure, C31H34Cl2CrN4O16P3 in a non-equilibrium geometry.

Cartesian coordinates (Å):
Cr: -0.373 -0.057 1.118
O: -2.505 5.613 -0.312
C: -1.699 6.055 0.646
O: -1.269 7.184 0.664
C: -1.333 5.096 1.714
C: -0.704 5.501 2.855
N: -0.434 4.426 3.590
N: -0.875 3.321 2.992
C: -1.422 3.708 1.850
C: -1.985 2.714 0.870
O: -2.808 3.145 0.059
O: -1.592 1.521 0.957
H: -2.696 4.657 -0.169
H: -0.387 6.490 3.125
H: -0.033 4.386 4.535
C: 1.890 -0.400 5.646
C: 1.286 -0.561 4.244
O: 1.175 -1.932 3.887
P: -0.457 -0.038 4.250
O: -0.630 1.449 4.639
O: -1.140 -0.860 5.422
O: -1.094 -0.411 2.953
P: 2.196 0.420 2.913
O: 2.544 1.773 3.650
O: 3.434 -0.268 2.482
O: 1.153 0.854 1.864
H: 1.560 -1.175 6.347
H: 1.569 0.587 6.019
H: 2.974 -0.375 5.629
H: 1.263 -2.059 2.923
H: -0.778 2.124 3.824
H: -0.820 -1.782 5.382
H: 3.434 1.750 4.010
C: -4.437 0.081 -0.035
O: -3.543 -0.977 -0.534
P: -2.287 -1.512 0.304
O: -1.737 -2.718 -0.644
C: -1.124 -2.479 -1.946
O: -2.978 -2.319 1.508
C: -2.211 -3.224 2.341
H: -5.296 0.034 -0.709
H: -3.910 1.017 -0.164
H: -4.721 -0.098 0.966
H: -0.448 -3.283 -2.143
H: -0.622 -1.531 -1.966
H: -1.905 -2.503 -2.705
H: -2.760 -3.327 3.296
H: -1.211 -2.821 2.508
H: -2.168 -4.196 1.843
N: 0.558 -1.770 1.107
C: 1.520 -2.038 0.395
C: 2.124 -3.398 0.216
C: 3.451 -3.649 -0.123
C: 3.875 -4.959 -0.264
C: 3.024 -6.044 -0.111
C: 1.723 -5.786 0.276
C: 1.289 -4.477 0.459
H: 4.195 -2.870 -0.282
H: 4.901 -5.117 -0.550
H: 3.384 -7.059 -0.311
H: 0.987 -6.573 0.524
H: 0.312 -4.271 0.846
Cl: 1.139 -1.444 -6.060
C: -0.423 -1.119 -5.378
C: -1.527 -1.773 -5.878
C: -2.778 -1.463 -5.406
C: -2.917 -0.486 -4.453
C: -1.818 0.151 -3.913
Cl: -2.048 1.385 -2.704
C: -0.515 -0.205 -4.339
N: 0.663 0.261 -3.778
C: 1.007 1.625 -3.568
C: 0.522 2.699 -4.324
C: 1.031 3.990 -4.140
C: 2.001 4.187 -3.188
C: 2.437 3.149 -2.392
C: 1.972 1.854 -2.587
C: 2.589 0.757 -1.781
C: 1.622 0.011 -0.909
O: 2.181 -1.127 -0.498
O: 0.479 0.353 -0.669
H: -1.432 -2.489 -6.687
H: -3.614 -1.967 -5.823
H: -3.900 -0.154 -4.125
H: 1.467 -0.202 -4.147
H: -0.222 2.475 -5.092
H: 0.634 4.796 -4.723
H: 2.395 5.177 -3.050
H: 3.152 3.359 -1.614
H: 3.319 1.202 -1.099
H: 3.159 0.010 -2.354

As for the expectation value of S²: 3.78. As for the multiplicity: 4. The LUMO energy (alpha / beta) comes out at 0.34 / 0.06 eV. For the maximum force, the calculation gives 2.1 eV/Å. The energy above the lowest of the compared OMol25 structures with the same formula, charge and spin comes out at 0.000 eV. The value obtained for the HOMO-LUMO gap (alpha / beta) is 8.808 / 8.528 eV.

---

[2]
ORCA calculation (ωB97M-V with the def2-TZVPD basis set) on a molecular structure, C12H8BrIS2Se2Te2W in a non-equilibrium geometry.

Cartesian coordinates (Å):
W: 6.870 14.551 6.250
S: 9.181 15.310 6.368
C: 9.401 14.794 8.009
C: 10.525 15.365 8.573
C: 11.022 14.772 9.757
C: 10.458 13.625 10.279
C: 9.230 13.144 9.816
C: 8.666 13.806 8.683
S: 6.972 13.413 8.175
H: 10.957 16.212 8.047
H: 11.866 15.156 10.239
H: 10.900 13.075 11.103
H: 8.702 12.271 10.196
Se: 4.558 14.335 5.299
Te: 4.965 16.604 6.574
Te: 7.368 17.247 5.773
Se: 7.560 13.161 4.556
Br: 10.567 5.373 6.075
C: 8.895 5.871 6.895
C: 8.260 4.929 7.671
C: 6.961 5.126 8.049
C: 6.233 6.218 7.493
C: 6.838 7.163 6.681
C: 8.265 7.102 6.586
I: 9.328 8.766 5.963
H: 8.741 3.975 8.018
H: 6.525 4.537 8.846
H: 5.136 6.263 7.678
H: 6.309 7.848 6.066

As for the expectation value of S²: 2.03. As for the multiplicity: 3. The LUMO energy (alpha / beta) comes out at -1.75 / -2.49 eV. For the maximum force, the calculation gives 3.9 eV/Å. The energy above the lowest of the compared OMol25 structures with the same formula, charge and spin comes out at 1.007 eV. The value obtained for the HOMO-LUMO gap (alpha / beta) is 5.579 / 5.141 eV.

---

[3]
ORCA calculation (ωB97M-V with the def2-TZVPD basis set) on a molecular structure, C24H34NO4P2Tl in a non-equilibrium geometry.

Cartesian coordinates (Å):
C: 4.224 0.681 -1.709
C: 2.864 0.864 -1.451
N: 2.122 -0.195 -1.100
C: 2.636 -1.446 -1.077
C: 3.999 -1.674 -1.338
C: 4.804 -0.605 -1.633
C: 2.302 2.270 -1.476
P: 0.623 2.446 -0.781
Tl: -0.491 0.299 0.059
P: -0.065 -2.228 -0.887
C: 1.722 -2.627 -0.678
C: -2.728 0.708 0.034
C: -3.165 1.140 1.271
C: -4.548 1.257 1.528
C: -5.445 0.951 0.492
C: -4.972 0.542 -0.769
C: -3.580 0.438 -1.027
O: 1.215 2.414 -5.708
O: -0.045 -1.456 -4.848
H: 4.804 1.516 -2.053
H: 4.382 -2.688 -1.202
H: 5.849 -0.751 -1.889
C: 1.040 3.431 0.717
C: -0.319 3.566 -1.858
H: 1.987 -3.506 -1.272
H: 1.901 -2.855 0.377
H: 2.372 2.719 -2.526
H: 2.898 2.926 -0.855
C: -0.809 -3.399 0.305
C: -0.450 -2.939 -2.489
H: -2.466 1.372 2.068
H: -4.900 1.580 2.509
H: -6.524 1.036 0.687
H: -5.695 0.314 -1.557
H: -3.227 0.145 -2.015
H: -0.665 -0.672 -4.965
H: 0.546 -1.503 -5.584
H: 0.811 2.187 -4.816
H: 2.122 2.152 -5.461
H: -3.349 0.991 -6.449
H: 1.735 4.223 0.344
H: 0.218 3.902 1.254
H: 1.584 2.794 1.432
H: -0.028 4.603 -1.640
H: -0.046 3.312 -2.902
H: -1.409 3.475 -1.727
H: 0.120 -3.847 -2.679
H: -1.517 -3.128 -2.567
H: -0.188 -2.212 -3.302
H: -0.595 -4.449 0.022
H: -0.427 -3.198 1.316
H: -1.899 -3.238 0.300
O: 1.408 0.518 2.336
C: 0.477 -0.210 2.753
O: -0.447 -0.809 2.030
C: 0.219 -0.508 4.189
C: 1.240 -0.401 5.130
C: 0.981 -0.851 6.434
C: -0.287 -1.358 6.786
C: -1.296 -1.477 5.824
C: -1.044 -1.033 4.524
H: 2.197 -0.002 4.794
H: 1.778 -0.772 7.175
H: -0.463 -1.716 7.787
H: -2.280 -1.879 6.063
H: -1.808 -1.137 3.750

The LUMO energy (alpha / beta) comes out at -0.09 / -0.07 eV. For the maximum force, the calculation gives 2.6 eV/Å. The value obtained for the HOMO-LUMO gap (alpha / beta) is 7.436 / 4.082 eV.